Record 1
Molecular formula: C4H6ClF
Method: DFT, ωB97M-V/def2-TZVPD

Values from the calculation:
Strongest force on any atom ... 0.08285 Eh/bohr
Energy above the lowest of the compared OMol25 structures with the same formula, charge and spin ... 283.7 kJ/mol

Geometry (Å):
C: -1.0130 -1.5149 -0.5293
C: -0.5767 -0.1065 -0.5060
Cl: -1.3061 0.8886 -1.7699
C: 0.4929 0.1483 0.1709
C: 1.0291 1.4983 0.6847
F: 2.2688 1.1400 1.1202
H: -1.8989 -1.4943 0.2040
H: 0.0088 -1.8510 0.1004
H: -1.3193 -2.0921 -1.5220
H: 0.9137 -0.8306 0.6782
H: 1.1068 2.3693 -0.2930
H: 0.2938 1.8448 1.6617

Record 2
Molecular formula: C4H7NO3
Method: DFT, ωB97M-V/def2-TZVPD

Values from the calculation:
Strongest force on any atom ... 0.07715 Eh/bohr
Energy above the lowest of the compared OMol25 structures with the same formula, charge and spin ... 470.9 kJ/mol

Geometry (Å):
C: -0.1979 0.3447 -1.2090
C: -0.3745 0.5676 1.6273
N: 0.5237 0.5766 0.4869
C: -0.2430 -1.0771 -0.7515
C: 1.1512 -1.2521 -0.0020
O: -1.3356 0.9416 -1.6268
O: -1.2449 -1.7070 -0.4724
O: 2.2079 -1.1536 -0.6518
H: -1.3011 1.0576 -2.5906
H: 0.9406 1.4888 0.3118
H: 0.6981 0.5537 -1.7948
H: 1.0068 -1.9700 0.8269
H: 0.1499 0.8904 2.5330
H: -0.7208 -0.4499 1.8305
H: -1.2604 1.1890 1.4824

Record 3
Molecular formula: C3H4N4OS
Method: DFT, ωB97M-V/def2-TZVPD

Values from the calculation:
Strongest force on any atom ... 0.05797 Eh/bohr
Energy above the lowest of the compared OMol25 structures with the same formula, charge and spin ... 132.7 kJ/mol

Geometry (Å):
C: -0.6162 0.5858 -1.4328
C: 0.2018 -0.1681 0.4647
C: 0.2653 0.4802 3.6903
N: 0.5080 0.2931 -0.7621
N: -1.6645 0.3206 -0.7324
N: -1.1673 -0.1414 0.4501
N: 0.6506 -0.6253 3.6060
O: -0.1883 1.4787 4.0448
S: 1.5372 -1.7660 2.7491
H: -0.6684 0.9645 -2.3867
H: -1.9426 -0.3879 1.0123
H: 1.3752 0.6831 -1.0916
H: 0.9075 -1.3675 1.6530

Record 4
Molecular formula: C11H15N
Method: DFT, ωB97M-V/def2-TZVPD

Values from the calculation:
Strongest force on any atom ... 0.16401 Eh/bohr
Energy above the lowest of the compared OMol25 structures with the same formula, charge and spin ... 289.4 kJ/mol

Geometry (Å):
C: 2.6068 -1.4929 -1.7924
C: 1.2442 -1.5900 -1.3230
C: 0.4952 -2.7316 -1.1552
N: -0.8132 -2.2923 -0.6896
C: -0.8736 -1.0166 -0.9110
C: -2.0018 -0.1004 -0.8595
C: -1.6562 1.2234 -0.8041
C: -0.3682 1.7976 -0.7796
C: 0.6510 0.9624 -0.8983
C: 0.4417 -0.4532 -1.0922
H: 2.6062 -1.8416 -2.8555
H: 3.5653 -1.9050 -1.3548
H: 2.8820 -0.3856 -1.7820
H: 0.8275 -3.7528 -1.0900
H: -1.5246 -3.0602 -0.5358
H: -3.0494 -0.5184 -0.9294
H: -2.6442 1.8769 -0.6783
H: -0.1721 2.8655 -0.7010
H: 1.6670 1.3323 -0.8957
C: -0.5123 0.5969 2.6837
C: -0.4088 2.2119 2.6327
H: -1.1742 0.1785 1.9962
H: 0.5343 0.3575 2.2113
H: -0.7536 0.1717 3.8231
H: -1.2913 2.5106 3.3399
H: 0.4776 2.6145 2.7960
H: -0.7556 2.4411 1.6445

Record 5
Molecular formula: C12H21FN5
Method: DFT, ωB97M-V/def2-TZVPD

Values from the calculation:
Energy ... -22945.284 eV
Strongest force on any atom ... 0.02601 Eh/bohr
Total charge ... +1

Geometry (Å):
H: -6.6490 0.0452 1.0929
N: -6.0508 -0.2385 0.3243
C: -4.8208 -0.0592 0.5951
N: -4.3166 0.5051 1.8153
N: -3.8591 -0.4645 -0.3318
C: -3.0993 0.6493 -0.9312
C: -2.6095 0.2651 -2.3415
C: -1.0976 0.1531 -2.4292
C: -0.5856 -1.1823 -1.8380
C: 0.5306 -0.9768 -0.8537
C: 1.7714 -1.6184 -1.0586
C: 2.7800 -1.4018 -0.1834
C: 2.4956 -0.5369 0.8779
C: 3.5488 -0.1788 1.9062
F: 3.8836 -1.2938 2.6152
C: 4.7563 0.4683 1.2245
C: 5.0628 1.8585 1.7958
N: 1.2947 -0.0248 0.9913
N: 0.2609 -0.1946 0.1646
H: -4.2961 -0.2397 2.5042
H: -5.0001 1.1728 2.1475
H: -4.3965 -0.8891 -1.0777
H: -3.7048 1.5542 -0.9824
H: -2.2157 0.8864 -0.3456
H: -3.0566 -0.6707 -2.6723
H: -2.9778 1.0243 -3.0242
H: -0.6093 0.9927 -1.9434
H: -0.8243 0.2321 -3.4784
H: -1.3969 -1.6700 -1.3038
H: -0.2425 -1.8032 -2.6545
H: 1.8860 -2.2668 -1.9100
H: 3.7478 -1.8616 -0.2809
H: 3.1067 0.5523 2.5875
H: 5.6244 -0.1792 1.2962
H: 4.5636 0.6208 0.1655
H: 5.3968 1.8111 2.8238
H: 4.1616 2.4596 1.6963
H: 5.8074 2.3250 1.1610
H: 1.1040 0.5743 1.7890

Record 6
Molecular formula: C42H58N4O9P2S2Ta
Method: DFT, ωB97M-V/def2-TZVPD

Values from the calculation:
Strongest force on any atom ... 0.01449 Eh/bohr
Energy above the lowest of the compared OMol25 structures with the same formula, charge and spin ... 4.8 kJ/mol
Total charge ... +1

Geometry (Å):
Ta: 0.0689 -0.7110 0.0316
C: 0.6989 2.5958 -1.5089
N: -0.0536 2.1831 -0.3016
C: 0.5571 2.7847 0.9076
C: 2.0000 2.3780 1.1179
N: 2.0974 1.0443 1.7134
C: 1.8380 1.1073 3.1467
C: 3.3423 0.4092 1.3944
C: 4.4093 0.3688 2.2866
C: 5.6048 -0.2450 1.9436
C: 5.7514 -0.8246 0.6942
C: 4.6952 -0.7917 -0.2007
C: 3.4912 -0.1805 0.1392
S: 2.2110 -0.1977 -1.0775
C: -1.4074 2.7077 -0.4213
C: -1.6276 4.0810 -0.5330
C: -2.9024 4.5905 -0.6892
C: -3.9834 3.7177 -0.7606
C: -3.7718 2.3572 -0.6693
C: -2.4834 1.8425 -0.4881
S: -2.2833 0.1099 -0.4822
H: 1.0472 3.6296 -1.4219
H: 0.0413 2.5271 -2.3733
H: 1.5554 1.9463 -1.6677
H: -0.0496 2.4840 1.7625
H: 0.5036 3.8762 0.8336
H: 2.4824 3.1199 1.7694
H: 2.5484 2.3819 0.1775
H: 2.4988 1.8201 3.6563
H: 1.9680 0.1186 3.5810
H: 0.8099 1.4205 3.3063
H: 4.3127 0.8192 3.2638
H: 6.4188 -0.2672 2.6555
H: 6.6780 -1.3098 0.4192
H: 4.7850 -1.2563 -1.1740
H: -0.7884 4.7637 -0.5047
H: -3.0507 5.6583 -0.7732
H: -4.9859 4.0992 -0.9051
H: -4.5994 1.6651 -0.7613
C: -2.5083 -0.1902 6.6896
C: -1.5363 0.0347 5.5518
C: -0.1578 -0.5112 5.8469
O: -2.0882 -0.6578 4.3904
P: -2.1565 -0.1116 2.9159
O: -0.8477 0.0080 2.2232
C: -3.2964 -1.3295 2.2178
P: -2.4197 -2.7660 1.5928
O: -1.0961 -2.4303 0.9915
O: -2.2750 -3.6699 2.8599
C: -1.1133 -4.5580 3.0596
C: -0.2118 -3.9014 4.0803
C: -1.6575 -5.8993 3.4893
O: -3.2632 -3.4841 0.4997
C: -4.6531 -3.9256 0.4381
C: -5.1926 -4.3600 1.7841
C: -5.4677 -2.8349 -0.2237
O: -2.8422 1.3007 2.9646
C: -4.0813 1.5921 3.6848
C: -3.8961 2.9555 4.3145
C: -5.2483 1.5649 2.7209
H: -2.1917 0.3808 7.5622
H: -2.5368 -1.2465 6.9584
H: -3.5148 0.1270 6.4178
H: -1.4806 1.1001 5.3097
H: -0.2117 -1.5839 6.0335
H: 0.2430 -0.0250 6.7368
H: 0.5228 -0.3357 5.0189
H: -3.7926 -0.8608 1.3711
H: -4.0147 -1.6327 2.9802
H: -0.5905 -4.6485 2.1051
H: -0.6803 -3.9129 5.0659
H: -0.0030 -2.8696 3.7955
H: 0.7374 -4.4340 4.1290
H: -2.2421 -5.7957 4.4037
H: -0.8302 -6.5820 3.6828
H: -2.2864 -6.3364 2.7142
H: -4.5969 -4.7882 -0.2266
H: -5.3099 -3.5149 2.4649
H: -4.5492 -5.0998 2.2562
H: -6.1766 -4.8042 1.6359
H: -5.5807 -1.9710 0.4342
H: -6.4635 -3.2127 -0.4559
H: -4.9913 -2.5132 -1.1490
H: -4.2039 0.8322 4.4629
H: -3.7513 3.7048 3.5357
H: -3.0333 2.9743 4.9796
H: -4.7820 3.2189 4.8918
H: -5.0615 2.2584 1.9022
H: -6.1538 1.8754 3.2426
H: -5.4231 0.5727 2.3060
O: 2.1265 -3.4317 1.8990
N: 1.5749 -2.6394 1.1994
O: 1.2686 -2.8160 -0.0012
O: 1.2159 -1.4761 1.6365
N: -0.3356 -1.3904 -1.6612
C: -0.5168 -1.9528 -2.7833
C: 0.0302 -1.3378 -4.0090
C: 0.2287 0.0411 -4.0569
C: 0.7795 0.6242 -5.1830
C: 1.1514 -0.1689 -6.2614
C: 0.9613 -1.5429 -6.2175
C: 0.3932 -2.1289 -5.0982
C: -1.3100 -3.2020 -2.8591
C: -2.2807 -3.3489 -3.8494
C: -3.0636 -4.4912 -3.8844
C: -2.8587 -5.5014 -2.9527
C: -1.8839 -5.3600 -1.9746
C: -1.1191 -4.2059 -1.9148
H: -0.0700 0.6434 -3.2094
H: 0.9223 1.6958 -5.2235
H: 1.5897 0.2861 -7.1397
H: 1.2562 -2.1586 -7.0563
H: 0.2475 -3.2003 -5.0591
H: -2.4288 -2.5631 -4.5788
H: -3.8241 -4.5998 -4.6460
H: -3.4541 -6.4042 -2.9978
H: -1.7168 -6.1523 -1.2562
H: -0.3649 -4.0799 -1.1489

Record 7
Molecular formula: C3H5NS
Method: DFT, ωB97M-V/def2-TZVPD

Values from the calculation:
Strongest force on any atom ... 0.03720 Eh/bohr
Energy above the lowest of the compared OMol25 structures with the same formula, charge and spin ... 55.5 kJ/mol

Geometry (Å):
C: 1.7088 1.0964 2.0686
C: 1.3679 0.2223 1.1064
N: 0.0885 0.2480 0.4700
C: -0.2669 -0.6856 -0.4580
S: -1.4501 -0.4666 -1.5788
H: 2.6527 1.1119 2.6106
H: 0.8977 1.7749 2.3241
H: 2.0565 -0.5631 0.9155
H: -0.2807 1.1860 0.2201
H: 0.3961 -1.5788 -0.4019

Record 8
Molecular formula: C43H38N10O3PPdS
Method: DFT, ωB97M-V/def2-TZVPD

Values from the calculation:
Strongest force on any atom ... 0.04829 Eh/bohr
Energy above the lowest of the compared OMol25 structures with the same formula, charge and spin ... 3.6 kJ/mol
Total charge ... -1

Geometry (Å):
Pd: 1.2765 0.0604 0.3299
O: -0.4607 -2.2727 2.1599
S: 0.3693 -1.6518 3.1784
O: 1.4498 -2.4817 3.6909
N: 0.8069 -0.2342 2.7024
C: 1.6948 0.5053 3.4348
C: 2.1997 0.1825 4.6844
C: 3.2228 0.9483 5.2866
C: 3.7673 2.0696 4.7029
C: 3.2023 2.4531 3.4370
C: 3.6367 3.5789 2.7162
C: 3.1095 3.8873 1.5117
C: 2.0511 3.1324 1.0460
N: 1.6138 2.0674 1.6391
C: 2.1542 1.7362 2.8412
C: -0.7786 -1.4396 4.5489
C: -0.7564 -2.3566 5.5862
C: -1.5143 -2.1965 6.7247
C: -2.3656 -1.0997 6.7869
C: -2.4651 -0.2186 5.7170
C: -1.6851 -0.3976 4.5806
H: 1.8359 -0.6979 5.2274
H: 3.4864 0.5887 6.3105
H: 4.5344 2.6286 5.1456
H: 4.3973 4.1895 3.1802
H: 3.4768 4.7181 0.9138
H: 1.5949 3.3604 0.1383
H: -0.0604 -3.1510 5.5727
H: -1.4599 -2.9660 7.5030
H: -3.0052 -0.9256 7.6548
H: -3.1358 0.6389 5.7221
H: -1.6766 0.3382 3.7708
C: -1.1230 2.8074 -5.2514
N: -0.1881 2.8958 -4.1413
C: -0.0313 3.9418 -3.3096
N: 0.9312 3.7149 -2.4525
C: 1.3988 2.5095 -2.8836
N: 0.7582 1.9610 -3.8903
C: -1.4445 1.4286 -5.7110
C: -0.7234 0.9051 -6.7699
C: -1.1428 -0.3245 -7.3244
C: -2.1777 -1.0095 -6.7575
C: -2.8670 -0.4683 -5.6710
C: -2.4817 0.7581 -5.1326
C: -3.8810 -1.2667 -4.9124
N: -4.9036 -1.8870 -5.3354
N: -5.5029 -2.4557 -4.1846
C: -4.7642 -2.1216 -3.1956
O: -3.7245 -1.3388 -3.5671
C: -4.9080 -2.3781 -1.7752
C: -6.0857 -2.9341 -1.2987
C: -6.2484 -3.0780 0.0341
C: -5.3098 -2.5319 0.9591
C: -4.1485 -1.9454 0.4811
C: -3.2914 -1.1464 1.4666
N: -3.0782 0.1587 0.9446
C: -2.0874 0.6053 0.1432
N: -2.4290 1.7487 -0.4212
C: -3.6759 1.9250 0.0470
N: -4.1115 1.0192 0.8865
C: -3.9355 -1.8803 -0.8932
H: -0.6725 3.3995 -6.0699
H: -2.0326 3.3244 -4.9469
H: -0.6713 4.8245 -3.3741
H: 2.1470 1.9319 -2.3790
H: 0.1333 1.4266 -7.1578
H: -0.5936 -0.6651 -8.2148
H: -2.4530 -1.9950 -7.1265
H: -3.0280 1.1251 -4.2701
H: -6.8351 -3.2993 -2.0123
H: -7.1659 -3.5343 0.4249
H: -5.5294 -2.5659 2.0030
H: -2.3138 -1.6254 1.6197
H: -3.7754 -1.0715 2.4514
H: -1.1624 0.0371 0.0124
H: -4.2764 2.8031 -0.2044
H: -3.0568 -1.4208 -1.3506
C: 3.2239 -1.4217 -2.7019
P: 2.7573 -0.8838 -0.9608
C: 2.8313 -2.5444 -0.1913
C: 4.4628 -0.3334 -0.3072
C: 5.6169 0.1044 -0.9903
C: 6.7901 0.4325 -0.3600
C: 6.9150 0.3162 1.0165
C: 5.7636 -0.0226 1.7253
C: 4.5714 -0.3307 1.0738
H: 3.6440 -0.5482 -3.2191
H: 2.3539 -1.7044 -3.2825
H: 3.9232 -2.2638 -2.7025
H: 3.5745 -3.1836 -0.6508
H: 1.8683 -3.0605 -0.2338
H: 2.9796 -2.4507 0.8998
H: 5.6251 0.1624 -2.0684
H: 7.6627 0.7217 -0.9408
H: 7.8274 0.4632 1.4989
H: 5.8641 -0.1637 2.7994
H: 3.6907 -0.5912 1.6616

Record 9
Molecular formula: C20H21N3O4
Method: DFT, ωB97M-V/def2-TZVPD

Values from the calculation:
Strongest force on any atom ... 0.08511 Eh/bohr
Energy above the lowest of the compared OMol25 structures with the same formula, charge and spin ... 275.5 kJ/mol

Geometry (Å):
N: 0.6867 -2.3015 1.4873
C: 1.2436 -2.7963 0.2392
C: 0.0443 -3.1044 -0.7965
C: -0.9755 -1.9591 -0.9020
C: -0.6276 -0.7609 -1.4171
N: -1.5000 0.2260 -1.0658
C: -2.5779 -0.3559 -0.4263
C: -3.7341 0.2446 0.0301
C: -4.7199 -0.5185 0.6348
C: -4.4571 -1.8878 0.6734
C: -3.2508 -2.5159 0.3313
C: -2.2674 -1.7396 -0.1881
C: 2.1522 -1.7870 -0.3355
O: 2.8123 -1.9240 -1.3787
N: 2.2278 -0.6139 0.3211
C: 3.0208 0.5234 -0.1350
C: 2.7330 1.8633 0.5080
C: 1.3963 2.4315 0.2701
C: 1.0130 3.4332 -0.7929
C: -0.3321 3.8059 -0.9392
C: -1.3252 3.2680 -0.0383
O: -2.6388 3.7972 -0.3255
C: -0.9785 2.5908 1.0908
C: 0.3285 2.0187 1.0953
C: 4.5210 0.0949 0.2433
O: 5.0995 0.6689 1.1351
O: 5.0960 -0.8370 -0.4926
H: 0.0251 -3.0020 1.8239
H: 1.4582 -2.2956 2.1111
H: 1.7235 -3.8020 0.1449
H: 0.3676 -3.1654 -1.8575
H: -0.5300 -4.0081 -0.4724
H: 0.3207 -0.6095 -1.9726
H: -1.2697 1.1759 -1.1099
H: -3.8526 1.3145 -0.0876
H: -5.6310 -0.0200 0.9821
H: -5.2410 -2.5128 1.0868
H: -3.1731 -3.5972 0.3179
H: 1.7091 -0.5899 1.2102
H: 2.9606 0.7315 -1.2397
H: 2.8662 1.7973 1.5806
H: 3.6975 2.4935 0.2485
H: 1.7709 3.9655 -1.3972
H: -0.6263 4.4766 -1.7209
H: -2.9214 3.6078 -1.2270
H: -1.7096 2.3146 1.8826
H: 0.6327 1.2887 1.8562
H: 4.4327 -1.4282 -0.9862

Record 10
Molecular formula: C18H18F2N4O3
Method: DFT, ωB97M-V/def2-TZVPD

Values from the calculation:
Strongest force on any atom ... 0.02203 Eh/bohr
Energy above the lowest of the compared OMol25 structures with the same formula, charge and spin ... 26.7 kJ/mol

Geometry (Å):
C: -7.4220 -0.8547 -1.2782
C: -6.8006 0.0172 -0.2454
N: -7.4506 0.3533 0.8534
N: -6.6229 1.1405 1.5448
C: -5.4409 1.3331 0.9186
C: -4.3627 2.1751 1.4918
C: -5.5170 0.6129 -0.2607
C: -4.4610 0.4820 -1.3087
N: -3.3677 -0.3825 -0.8766
C: -3.7144 -1.7755 -0.7609
C: -2.1831 0.1818 -0.5897
O: -1.9962 1.3900 -0.6705
C: -1.0286 -0.6675 -0.1829
C: 0.3079 -0.1805 -0.2190
C: 1.0453 -1.2173 0.2659
C: 2.5069 -1.3930 0.5005
O: 3.1663 -0.2661 -0.0245
C: 4.5183 -0.1912 0.0842
C: 5.3313 -1.1548 0.6725
C: 6.7030 -0.9680 0.7242
C: 7.2731 0.1720 0.1939
F: 8.6058 0.3412 0.2502
C: 6.4622 1.1370 -0.3951
F: 7.0024 2.2494 -0.9145
C: 5.0966 0.9610 -0.4515
O: 0.2284 -2.2394 0.5753
N: -1.0471 -1.8874 0.2952
H: -6.8574 -1.7782 -1.3996
H: -8.4352 -1.0979 -0.9727
H: -7.4538 -0.3431 -2.2393
H: -6.9172 1.5228 2.4291
H: -3.5385 2.2583 0.7885
H: -4.7367 3.1733 1.7177
H: -3.9856 1.7365 2.4161
H: -4.0274 1.4589 -1.5354
H: -4.8940 0.0570 -2.2190
H: -2.8694 -2.3490 -0.3938
H: -4.5476 -1.8836 -0.0627
H: -4.0267 -2.1559 -1.7375
H: 0.6344 0.7796 -0.5528
H: 2.8436 -2.3174 0.0073
H: 2.6918 -1.4905 1.5816
H: 4.9179 -2.0556 1.0948
H: 7.3414 -1.7089 1.1779
H: 4.4714 1.7100 -0.9078

Record 11
Molecular formula: C4H6S3
Method: DFT, ωB97M-V/def2-TZVPD

Values from the calculation:
Strongest force on any atom ... 0.09838 Eh/bohr
Energy above the lowest of the compared OMol25 structures with the same formula, charge and spin ... 239.0 kJ/mol

Geometry (Å):
C: -0.7682 -0.4942 -0.7272
C: 0.2744 -1.0232 0.3065
C: 0.9475 0.3423 0.4062
C: -0.3109 0.7950 -0.2725
H: -2.6600 0.4766 0.7874
H: -0.7276 -0.8267 -1.8465
H: -0.3193 -1.4699 1.0974
H: 1.1263 -1.8579 0.0281
H: 0.8835 0.7963 1.4767
H: 2.8267 1.5328 -0.6475
S: -2.5558 -0.6430 -0.1783
S: 2.5404 0.1967 -0.3051
S: -1.2571 2.1751 -0.1252